{"formula": "C42H112N12O18", "method": "the ωB97M-V functional and the def2-TZVPD basis", "total_charge": 4, "homo_lumo_gap_ha": 0.0871, "species": ["C", "N", "C", "C", "C", "C", "O", "H", "H", "H", "H", "H", "H", "H", "H", "H", "H", "H", "H", "H", "H", "C", "N", "C", "C", "C", "C", "O", "H", "H", "H", "H", "H", "H", "H", "H", "H", "H", "H", "H", "H", "H", "C", "C", "C", "O", "C", "N", "H", "H", "H", "H", "H", "H", "H", "H", "H", "H", "H", "H", "C", "C", "C", "O", "C", "N", "H", "H", "H", "H", "H", "H", "H", "H", "H", "H", "H", "H", "C", "C", "C", "O", "C", "N", "H", "H", "H", "H", "H", "H", "H", "H", "H", "H", "H", "H", "C", "C", "C", "O", "C", "N", "H", "H", "H", "H", "H", "H", "H", "H", "H", "H", "H", "H", "C", "C", "C", "N", "C", "C", "C", "C", "C", "H", "H", "H", "H", "H", "H", "H", "H", "H", "H", "H", "H", "H", "H", "H", "H", "H", "H", "C", "C", "C", "N", "C", "C", "C", "C", "C", "H", "H", "H", "H", "H", "H", "H", "H", "H", "H", "H", "H", "H", "H", "H", "H", "H", "H", "N", "O", "O", "O", "N", "O", "O", "O", "N", "O", "O", "O", "N", "O", "O", "O"], "coordinates": [[26.0665, 2.9772, 1.7732], [24.9346, 3.7522, 1.0911], [23.7100, 2.8502, 1.2681], [24.8026, 5.0938, 1.8285], [25.1640, 4.1375, -0.4410], [25.5204, 2.8708, -1.2296], [26.8266, 2.4736, -0.9210], [26.1724, 1.9597, 1.3970], [25.7918, 2.8489, 2.8202], [27.0326, 3.4757, 1.6944], [23.9090, 1.7923, 1.0965], [22.8764, 3.0512, 0.5952], [23.1934, 2.9239, 2.2251], [25.8256, 5.4677, 1.8708], [24.3659, 5.0542, 2.8264], [24.1118, 5.6988, 1.2411], [25.9710, 4.8538, -0.5954], [24.1896, 4.5282, -0.7341], [25.5352, 3.2118, -2.2648], [24.8028, 2.0648, -1.0756], [26.7477, 1.5189, -0.9831], [11.9813, -14.4020, -4.6726], [13.0459, -13.3358, -4.2313], [13.5747, -13.8108, -2.8688], [14.2272, -13.2681, -5.1943], [12.4401, -11.9527, -3.9134], [11.9997, -11.1500, -5.1470], [11.7688, -12.0032, -6.2582], [11.1700, -14.5968, -3.9711], [12.5643, -15.3086, -4.8346], [11.5036, -14.1561, -5.6210], [12.7210, -13.8156, -2.1912], [14.3153, -13.1588, -2.4057], [13.9837, -14.8190, -2.9343], [13.8492, -12.9202, -6.1556], [14.6235, -14.2794, -5.2866], [14.9554, -12.5496, -4.8179], [13.0623, -11.2876, -3.3145], [11.5902, -12.2892, -3.3197], [12.7931, -10.4319, -5.3542], [11.0568, -10.6677, -4.8890], [11.4441, -11.4649, -6.9837], [14.9005, 2.2485, 3.1129], [13.8623, 3.2467, 2.6290], [12.7579, 3.5871, 3.6982], [11.8042, 4.5264, 3.2812], [10.8034, 4.8635, 4.1852], [14.4869, 4.5313, 2.1557], [14.9490, 4.9458, 2.9524], [15.1699, 4.3623, 1.4311], [13.8419, 5.2163, 1.7885], [15.8957, 2.4520, 2.7176], [14.5145, 1.2844, 2.7819], [14.8908, 2.2262, 4.2026], [13.4027, 2.8237, 1.7356], [13.2348, 4.0157, 4.5797], [12.1044, 2.7314, 3.8677], [11.2344, 5.4158, 5.0202], [10.2895, 3.9953, 4.5978], [10.0655, 5.5662, 3.7981], [21.6979, -2.5411, -6.7413], [20.6100, -2.3805, -7.8094], [19.2336, -3.0289, -7.4366], [18.2960, -2.7849, -8.3892], [17.2272, -3.7100, -8.4706], [20.4876, -0.9057, -8.2763], [19.9208, -0.3280, -7.6720], [21.3801, -0.4939, -8.5084], [20.0359, -0.9721, -9.1772], [21.3468, -2.0440, -5.8370], [22.6900, -2.1756, -7.0063], [21.8211, -3.5864, -6.4581], [20.9647, -2.9038, -8.6973], [18.7769, -2.6149, -6.5377], [19.3215, -4.1098, -7.3272], [16.7664, -3.5931, -7.4897], [17.5295, -4.7430, -8.6422], [16.5898, -3.4134, -9.3036], [27.2872, -13.9923, -2.7099], [25.8134, -13.5984, -3.0545], [24.8723, -14.7939, -2.7116], [23.6358, -14.3997, -3.1710], [22.7572, -15.5337, -3.4950], [25.5584, -12.2896, -2.3756], [25.9781, -12.2739, -1.4570], [25.9593, -11.5339, -2.9126], [24.5864, -12.1804, -2.1236], [27.5308, -14.2536, -1.6801], [28.1075, -13.2837, -2.8244], [27.6392, -14.8911, -3.2164], [25.6089, -13.4187, -4.1100], [24.8194, -15.0800, -1.6612], [25.2271, -15.6911, -3.2189], [23.3261, -16.3002, -4.0212], [21.8841, -15.2192, -4.0668], [22.4317, -16.0321, -2.5819], [20.3881, -4.5539, -0.1232], [20.4599, -6.0108, 0.3244], [20.8839, -7.0252, -0.7536], [21.0830, -8.2714, -0.2285], [20.1348, -9.1996, -0.7411], [21.4528, -6.0568, 1.4866], [22.3358, -5.9695, 1.0041], [21.5356, -5.2403, 2.0752], [21.3905, -6.8751, 2.0753], [20.1981, -3.7564, 0.5951], [19.5978, -4.5108, -0.8727], [21.3569, -4.3227, -0.5660], [19.5232, -6.2622, 0.8219], [21.7784, -6.5987, -1.2073], [20.2014, -6.9390, -1.5991], [20.2476, -9.4588, -1.7938], [19.1270, -8.8173, -0.5786], [20.2248, -10.1761, -0.2651], [23.5480, -5.0188, 15.4522], [23.3882, -5.0728, 13.9566], [23.2994, -6.5151, 13.3233], [22.8643, -6.5870, 11.8086], [23.7499, -5.8324, 10.8146], [21.4190, -6.1785, 11.6368], [20.8837, -6.8847, 10.3416], [21.6774, -8.0884, 10.2613], [22.7944, -8.0422, 11.3422], [22.6296, -5.3698, 15.9228], [23.8153, -3.9831, 15.6621], [24.3653, -5.6836, 15.7316], [24.2586, -4.7140, 13.4073], [22.5064, -4.4826, 13.7070], [22.5378, -7.0920, 13.8478], [24.2252, -7.0880, 13.3750], [24.7477, -5.8710, 11.2516], [23.4130, -4.8122, 10.9982], [23.6518, -6.2895, 9.8299], [21.4591, -5.0936, 11.5394], [20.8556, -6.4690, 12.5236], [21.2232, -6.4013, 9.4255], [19.8002, -6.9323, 10.2335], [22.0580, -8.3128, 9.2649], [21.0052, -8.8938, 10.5573], [23.7675, -8.3876, 10.9932], [22.4792, -8.6063, 12.2201], [6.3194, -7.6262, 4.7225], [7.7564, -7.5120, 4.1183], [8.8108, -7.7723, 5.2817], [10.2677, -7.4288, 4.8709], [10.7097, -8.3552, 3.6224], [11.2735, -7.3397, 5.9564], [12.4060, -6.4214, 5.5356], [11.8739, -5.6692, 4.3388], [10.4535, -5.9945, 4.3220], [6.2480, -8.5529, 5.2920], [5.5740, -7.6477, 3.9276], [6.1074, -6.8069, 5.4095], [7.7520, -6.4559, 3.8489], [7.9738, -8.1940, 3.2963], [8.8831, -8.8077, 5.6147], [8.6366, -7.1116, 6.1309], [11.7073, -8.0877, 3.2742], [10.0328, -8.1767, 2.7869], [10.7206, -9.3842, 3.9818], [11.6786, -8.3108, 6.2412], [10.8178, -6.9699, 6.8749], [13.3192, -6.8918, 5.1710], [12.6533, -5.7430, 6.3521], [12.3688, -6.0282, 3.4364], [11.9881, -4.6110, 4.5742], [9.8983, -5.9722, 3.3843], [10.0661, -5.3526, 5.1131], [21.8389, -1.0917, 6.4990], [22.9338, -1.0646, 6.0204], [20.9455, -1.6226, 5.8998], [21.6984, -0.7229, 7.6424], [27.1284, -10.1220, 4.4346], [27.2189, -10.6173, 3.3099], [26.1188, -9.5338, 4.7144], [27.8964, -10.3567, 5.3365], [27.3438, -4.3582, -1.2636], [27.9180, -3.3336, -1.5313], [26.6232, -4.4588, -0.3251], [27.5656, -5.2854, -2.0144], [21.0017, -9.6939, -8.1898], [21.8916, -9.0697, -7.6930], [20.4928, -10.6048, -7.5793], [20.5844, -9.3880, -9.3069]], "forces_ev_per_a": [[0.1, -0.3, 0.1], [0.0, -0.1, 0.6], [-0.9, 0.0, -0.5], [-0.2, -0.5, -0.6], [-0.4, -2.1, 1.1], [0.0, 1.6, -0.2], [-0.3, -0.5, 0.3], [-0.2, 0.4, -0.4], [-0.1, 0.4, 0.0], [-0.3, 0.2, -0.2], [0.7, 0.2, 0.1], [0.4, 0.7, -0.6], [0.9, 0.3, 0.4], [-0.3, 0.4, 0.0], [0.3, -0.7, 0.0], [0.4, 0.2, -0.1], [-0.1, 0.1, 0.7], [0.2, 0.1, -0.1], [-0.5, -0.2, -0.3], [-0.2, 0.1, -0.1], [1.0, -0.4, 0.0], [0.8, 0.2, -0.7], [0.6, 0.1, 1.3], [-0.6, -0.2, 0.0], [-1.0, 0.0, -0.1], [-1.2, -1.2, -0.9], [0.0, -0.5, 0.0], [0.1, 0.1, 0.3], [0.5, 0.5, 0.5], [-0.1, 0.0, 0.2], [0.4, 0.5, 0.1], [0.0, -0.2, -0.1], [0.1, 0.2, -0.7], [-0.1, 0.1, -0.3], [0.1, -0.2, 0.1], [0.2, 0.2, 0.1], [0.0, -0.2, 0.2], [0.4, -0.7, 0.1], [-0.2, 0.5, 0.1], [-0.2, 0.2, -0.2], [0.2, 0.5, 0.1], [-0.1, 0.0, -0.2], [-0.8, 0.1, 0.4], [-1.8, 0.2, -0.2], [-0.6, 0.2, -0.4], [1.0, 0.8, -2.7], [-0.3, 0.5, 1.7], [0.2, -0.2, 0.5], [0.4, 0.5, 0.3], [0.4, -0.1, -0.2], [-0.8, 0.2, 0.0], [0.0, -0.2, 0.1], [0.5, -0.1, 0.0], [0.5, 0.1, 0.0], [-0.3, 0.3, 0.0], [0.3, -0.6, 0.5], [1.0, -0.9, 0.6], [0.2, -0.1, 0.4], [-0.1, -0.2, -0.1], [0.2, -0.4, -0.7], [-0.9, 0.3, 0.5], [0.5, -1.1, 0.1], [0.4, 0.5, 0.7], [0.1, 1.0, -3.0], [-0.1, 0.4, 0.5], [-0.4, -1.7, -0.4], [0.0, 0.3, 0.3], [0.6, 0.2, 0.5], [-0.8, 0.1, -0.4], [0.2, 0.2, 0.2], [-0.2, 0.1, -0.3], [-0.1, -0.1, -0.3], [-0.2, 0.1, -0.2], [0.7, 0.0, 0.9], [0.8, -0.1, 0.3], [-0.9, -0.6, -0.1], [0.4, 0.0, 0.1], [0.0, 0.1, 0.3], [0.7, -0.4, 0.0], [1.9, -2.0, 0.3], [0.5, 1.0, 0.4], [-2.2, -0.7, -0.9], [0.7, 0.3, 0.7], [-0.5, -0.9, 1.0], [0.8, 0.0, 0.5], [-0.2, 0.5, -0.2], [-0.8, 0.5, -0.8], [-1.2, -0.1, 0.6], [-0.5, 0.7, -0.9], [-0.4, 0.1, -0.5], [0.4, 0.1, 0.0], [0.3, 0.3, 0.4], [0.4, 0.1, -0.4], [0.0, 0.2, -0.4], [0.4, 0.3, 0.0], [-0.2, 0.2, 0.3], [0.4, -0.5, -1.0], [-1.1, 0.8, 1.8], [0.3, 2.4, -0.1], [-0.2, -1.1, -0.1], [-0.4, -0.9, 0.1], [0.7, 0.3, -1.2], [1.2, -0.9, 0.1], [-0.9, 0.6, 0.5], [0.3, -0.6, -0.1], [-0.2, -0.6, 0.5], [0.2, 0.2, -0.2], [-0.1, 0.3, -0.4], [-0.2, -0.4, -0.3], [0.7, -0.3, 0.1], [-0.6, -0.4, 0.2], [0.3, 0.6, -0.3], [-0.2, 0.0, 0.0], [0.2, 0.3, 0.6], [0.5, -0.6, -0.5], [0.2, -1.3, -2.2], [-0.9, 0.4, -0.2], [-0.5, -1.2, -0.1], [-0.4, 0.2, 2.4], [-0.2, 0.9, -0.9], [0.7, 3.2, -0.2], [0.7, -3.7, 0.9], [-0.3, 0.1, 0.1], [0.1, 0.3, 0.3], [-0.2, -0.2, 0.6], [0.0, 0.2, 0.4], [0.0, 0.9, 0.4], [0.0, 0.0, -0.4], [-0.1, -0.1, -0.1], [0.2, 0.3, 0.0], [0.2, -0.3, -0.6], [0.2, 0.2, -1.1], [0.1, 0.5, 0.1], [-0.5, 0.0, 0.2], [0.1, 0.0, 0.0], [-0.4, 1.3, 0.3], [0.1, -0.3, 0.6], [0.0, 0.0, 0.2], [0.4, -0.6, -0.2], [0.0, 0.1, 0.2], [0.2, -0.1, -0.1], [0.8, -1.0, -0.2], [0.0, 0.2, 2.2], [0.6, 0.9, -1.1], [0.8, 0.4, -3.0], [-0.1, 0.6, 1.8], [0.9, -1.7, 1.4], [0.5, 0.0, -0.1], [1.0, 0.3, -0.5], [-2.6, -0.4, 0.5], [-0.3, -0.1, 0.0], [0.1, 0.1, 0.1], [0.1, 0.1, -0.2], [0.8, -0.1, -0.5], [-0.4, 0.2, 0.0], [-0.4, 0.0, 0.0], [-0.2, -0.1, 0.0], [0.0, 0.1, 0.5], [-0.2, -0.1, 0.4], [-0.2, 0.1, -0.2], [-0.3, -0.3, -0.2], [-0.5, 0.1, -0.3], [-0.1, -0.5, 0.7], [0.1, -0.2, 0.0], [0.2, 0.7, -0.1], [0.2, 0.1, -1.0], [0.1, 0.6, 0.2], [-1.0, 0.0, -0.3], [1.0, -0.7, 1.6], [4.0, 0.7, -2.4], [-4.0, -1.5, -2.4], [-1.2, 1.5, 3.0], [-0.7, -1.9, 0.0], [1.1, -0.5, -1.8], [-3.8, 3.0, 0.5], [3.0, -0.6, 1.3], [1.8, -0.4, -2.3], [1.3, 4.2, 0.0], [-3.3, -0.3, 3.8], [-0.3, -3.4, -1.6], [-1.2, 0.2, -1.5], [3.3, 2.3, 1.8], [-1.6, -2.7, 1.7], [-0.7, 0.4, -1.6]], "lowdin_charge": [0.01, -0.29, -0.01, 0.02, -0.04, -0.25, -0.04, 0.10, 0.12, 0.12, 0.10, 0.10, 0.11, 0.11, 0.11, 0.10, 0.15, 0.13, 0.13, 0.12, 0.11, 0.05, -0.31, -0.01, 0.04, -0.09, -0.20, -0.07, 0.11, 0.11, 0.10, 0.10, 0.11, 0.11, 0.10, 0.11, 0.12, 0.14, 0.13, 0.12, 0.13, 0.12, -0.02, -0.29, -0.17, -0.20, -0.09, 0.24, 0.17, 0.17, 0.17, 0.09, 0.10, 0.10, 0.15, 0.14, 0.14, 0.10, 0.10, 0.11, -0.03, -0.25, -0.22, -0.21, -0.06, 0.25, 0.17, 0.17, 0.16, 0.08, 0.10, 0.10, 0.16, 0.13, 0.15, 0.09, 0.10, 0.10, -0.04, -0.25, -0.22, -0.20, -0.04, 0.25, 0.17, 0.18, 0.17, 0.09, 0.09, 0.09, 0.16, 0.14, 0.13, 0.09, 0.09, 0.09, -0.04, -0.29, -0.23, -0.14, -0.08, 0.25, 0.17, 0.17, 0.17, 0.09, 0.09, 0.10, 0.15, 0.15, 0.14, 0.10, 0.09, 0.10, -0.09, -0.24, -0.08, -0.27, 0.07, -0.08, -0.16, -0.19, -0.08, 0.09, 0.09, 0.09, 0.11, 0.11, 0.12, 0.14, 0.11, 0.11, 0.12, 0.13, 0.14, 0.12, 0.13, 0.13, 0.12, 0.14, 0.13, -0.08, -0.20, -0.07, -0.22, 0.08, -0.13, -0.14, -0.19, -0.13, 0.08, 0.08, 0.08, 0.10, 0.10, 0.14, 0.13, 0.09, 0.09, 0.11, 0.14, 0.14, 0.12, 0.13, 0.12, 0.13, 0.13, 0.15, -0.77, -0.06, -0.10, -0.07, -0.73, -0.11, -0.10, -0.05, -0.77, -0.08, -0.07, -0.08, -0.75, -0.07, -0.09, -0.09]}